# 1
DFT (ωB97M-V/def2-TZVPD) results for 20 unconnected molecules or ions with the total composition C48H136O20.

XYZ file:
```
204
Properties=species:S:1:pos:R:3:lowdin_charge:R:1
H -3.0982 19.5548 26.8393 0.081
H -0.5253 17.1073 20.9512 0.071
H -5.5616 11.0502 28.1666 0.083
H -3.5820 4.7981 24.7750 0.071
H -9.7151 9.5813 22.6200 0.105
H -2.6130 11.1751 25.1607 0.079
H -6.1814 11.0382 29.8013 0.070
C 0.7963 16.0616 24.9864 -0.449
H 1.5714 10.2266 25.1958 0.073
C 1.7482 17.1121 25.5216 -0.033
H -8.0802 11.1805 21.1853 0.116
H 1.6780 18.0723 25.0100 0.090
H 6.3863 13.1713 23.0372 0.068
H 0.8334 14.2632 29.4417 0.051
H -4.5608 14.0240 23.9665 0.059
O 1.3774 11.2601 21.6222 -0.052
H -3.8229 11.0274 21.9176 0.046
O -4.2218 13.0640 28.8483 -0.055
H -1.3604 4.8336 22.6967 0.072
C -3.6570 18.9182 32.5289 -0.035
H -7.1864 11.6861 28.4822 0.094
H -2.7576 19.4371 32.7980 0.078
H 1.9051 13.3569 19.9026 0.082
C -6.7027 13.6917 23.8363 -0.490
H -8.7143 8.2405 23.1829 0.090
H -2.2880 11.7052 22.6360 0.075
H -6.8449 8.3056 27.2585 0.037
H 5.3206 12.6620 21.7890 0.050
H 2.0478 12.6294 28.4923 0.121
C -4.9325 17.9736 30.5387 -0.057
O -2.1338 10.6432 27.4827 -0.105
O -6.5864 8.7192 26.4112 -0.116
H -5.2880 13.7588 25.5290 0.072
H 3.0846 9.4542 25.7961 0.074
H -2.5237 11.3121 28.1438 0.130
C -0.2900 8.1296 21.3532 -0.041
H -3.6514 16.7737 26.2436 0.090
H -1.2508 7.1890 30.2707 0.081
H -1.7951 18.3681 20.9906 0.064
C 2.3538 13.1990 22.6986 -0.049
H -4.5483 19.4801 32.5684 0.066
H -5.3053 9.7193 22.5795 0.062
C -1.5575 10.8994 25.2578 -0.034
C 3.6884 12.9846 27.1546 -0.028
H -0.8603 11.3280 24.5196 0.084
H 8.1744 10.8190 22.7311 0.095
O 2.0362 14.6161 28.1026 -0.099
H -0.1691 10.9739 26.9090 0.111
H -3.9981 10.5408 19.3174 0.078
H -4.8597 17.6745 29.4565 0.088
O -6.7172 13.4959 22.4618 -0.058
C -0.6946 7.5095 28.2348 -0.462
O -1.9906 15.0372 20.9552 -0.061
O 0.8076 7.7268 24.9474 -0.088
H 1.8857 14.7288 27.1107 0.088
H 3.2306 13.8632 22.7681 0.098
C 2.7668 13.4281 28.3278 -0.467
H -2.2918 16.4324 28.1579 0.100
H 3.0681 12.4065 26.5102 0.050
H -1.4841 5.7484 29.2017 0.070
C 0.3869 8.5519 28.3745 -0.061
H 1.0018 6.7156 20.1746 0.138
H -1.8606 10.2457 20.5394 0.105
C 0.4850 16.2382 23.5472 -0.050
H -4.6032 15.8387 20.9345 0.087
H 0.6802 14.8699 30.8495 0.060
C -1.1694 11.3711 26.6621 -0.456
H -5.6241 8.9012 26.3952 -0.057
C 3.5508 13.6140 29.6693 -0.038
H -0.2257 7.7689 18.5312 0.063
H 4.3637 12.8723 29.7889 0.080
H -3.3441 12.7441 21.6571 0.064
H -2.5952 7.0478 23.1088 0.100
H 3.0014 10.1697 24.2608 0.077
O -4.0791 9.0733 26.2852 -0.049
O -2.0741 7.1884 25.0220 -0.086
H -3.4194 9.6461 26.7161 0.019
C -2.3104 11.2439 20.4438 -0.411
H -4.4614 6.2845 24.4361 0.072
C -5.6195 13.0143 29.1191 -0.501
H -7.5510 10.2388 23.6261 0.118
H 2.8699 13.4443 30.5077 0.063
H -2.5476 15.3694 30.9406 0.045
C -7.1213 15.1433 24.1402 -0.054
H -2.1998 19.2901 25.3915 0.076
O 2.1083 8.3150 20.8095 -0.072
H 1.7391 8.4315 23.3035 0.108
H 0.2048 15.2272 23.2797 0.072
H -2.6597 16.3707 22.3355 0.139
H 1.0034 7.4529 25.8817 0.082
H -0.2864 9.2012 21.4928 0.047
H -7.4573 12.9697 24.2330 0.141
O -2.6277 17.5334 30.7705 -0.079
C -6.1478 8.9966 22.6760 -0.017
H -0.3877 16.9328 23.3507 0.097
H 3.9449 14.6168 29.5915 0.077
H -1.6023 8.1030 27.9975 0.130
H 0.4359 9.4512 18.8948 0.102
O 1.3716 14.7305 25.2095 -0.092
C 6.1921 11.1018 22.7444 -0.522
H -0.3127 13.1929 26.1706 0.075
H 4.0698 7.5325 23.9026 0.082
H -1.5754 17.4973 19.6675 0.079
C -0.9159 6.6289 29.4102 -0.068
H -0.8335 6.7171 26.3258 0.071
O -2.4527 14.6145 30.3225 -0.063
C -8.7251 9.0333 22.4096 -0.077
H -1.2876 12.9855 20.7076 0.072
H -7.2100 13.5679 30.4087 0.088
H 0.6929 8.9132 27.3926 0.042
H -6.5548 15.8620 23.5500 0.069
H -2.0642 13.3016 26.5337 0.074
H -0.7774 17.5798 26.6050 0.111
H -1.3159 7.7076 21.2212 0.086
H 2.7408 16.6284 25.4964 0.101
H 6.0064 10.4879 21.8434 0.145
H -8.1559 15.3636 23.8758 0.075
H -0.1328 15.9634 25.5579 0.106
O -2.1260 17.4000 28.1209 -0.077
H 7.2898 9.4502 23.6166 0.085
C 7.3611 10.5124 23.3993 -0.069
H -5.6533 14.4637 30.7292 0.043
C 2.0016 8.2382 24.3566 -0.463
H 1.4850 13.8092 22.6372 0.040
H -0.8126 13.2867 27.8011 0.091
H -1.6575 7.9610 24.6512 0.049
C 6.3086 12.5304 22.2156 -0.025
O 0.3531 14.1111 30.3415 -0.093
H -5.3179 17.1207 31.1355 0.082
H -6.9179 15.4297 25.1580 0.061
H -2.6590 17.1427 24.8173 0.073
C -1.2456 5.4100 23.5898 -0.052
C -2.5209 16.3217 21.2182 -0.501
C -3.0138 11.7218 21.7854 -0.009
H 7.6467 10.8964 24.3743 0.086
C -1.5540 17.3835 20.7400 -0.061
C -6.1622 11.6390 28.9067 -0.068
C -6.1121 13.5417 30.4669 -0.047
H -1.7499 14.9189 20.0357 0.091
H -5.8401 12.8632 31.3242 0.099
O -0.2938 6.5681 27.1700 -0.111
H -3.7835 13.8192 29.1967 0.011
O -7.2572 10.7937 21.5733 -0.094
H -6.8910 12.5870 22.1997 0.039
H -0.0295 9.5518 28.7867 0.100
C 2.3938 9.5242 24.9750 -0.067
C 2.4835 12.1347 21.6207 -0.466
H -2.1845 15.8312 25.9722 0.084
H 1.3255 16.5722 22.9661 0.089
C -5.2982 13.4077 24.4645 -0.043
H 2.2148 12.6726 23.6918 0.097
C -3.2005 11.2589 19.2316 -0.049
H -4.0883 5.1826 23.1426 0.093
C -3.6976 5.5972 24.0833 -0.031
H 1.5324 17.2775 26.5325 0.050
H -3.6797 12.1937 19.1463 0.057
C -1.8505 17.7819 26.7458 -0.450
H -1.5271 9.7766 25.2662 0.076
H -1.3573 19.9235 26.7361 0.074
H 2.7509 6.3323 23.9169 0.067
C -2.1411 19.2410 26.4768 -0.026
H 3.6767 13.3655 20.2160 0.059
H -6.1142 8.2716 21.9233 0.054
H 3.3225 11.5557 21.9138 0.096
H 1.2751 8.2495 28.9944 0.097
H -8.7185 8.6021 21.3765 0.095
C -2.3916 6.3508 23.8500 -0.414
H -2.3582 17.6400 29.8266 0.052
C -2.6366 16.8554 25.8693 -0.053
H -2.6250 11.1334 18.2732 0.101
H 4.2180 13.7545 26.6332 0.075
C 3.1512 7.1875 24.3984 -0.017
H -3.6275 16.4757 19.4973 0.083
C 0.8401 7.7982 20.3266 -0.442
H -6.0511 8.6191 23.7101 0.069
H 0.0502 6.1578 29.6875 0.091
H -0.0195 7.7182 22.4067 0.074
H 1.9766 14.4983 24.5194 0.025
H -4.1845 17.5105 20.8427 0.077
C 0.5776 8.3337 18.9329 -0.062
O -1.1092 12.0866 20.3156 -0.113
O 5.0838 11.1522 23.6217 -0.067
C -7.4906 9.8326 22.6319 -0.466
H -5.0061 12.3278 24.4860 0.078
H 3.5143 7.0033 25.3577 0.053
H -3.6519 8.3047 25.8952 0.033
H -3.4080 19.4010 30.5163 0.125
H 5.2591 10.4147 24.2391 0.090
H 4.4346 12.2987 27.5382 0.073
H -1.0780 4.6942 24.4018 0.096
H -6.0753 13.6217 28.3079 0.127
C -1.1305 12.8474 26.8256 -0.041
H 0.5733 11.6847 21.2648 0.063
H -0.2488 5.8411 23.3530 0.069
H -1.5384 14.3265 30.3906 -0.006
H -5.6636 18.7802 30.6109 0.071
H 2.9375 12.1121 19.4210 0.072
C 2.7785 12.7865 20.2495 -0.032
H 1.3620 8.0457 18.2736 0.064
C -3.6030 18.5005 31.0685 -0.510
H 1.9669 9.2698 20.9322 0.053
H 6.9867 12.7123 21.4118 0.080
C -3.8528 16.5363 20.5489 -0.043
H -3.7438 18.0672 33.1443 0.068
```

## Properties
E_HOMO: -9.516 eV
E: -92929.479 eV
Kohn-Sham gap: 9.849 eV

# 2
DFT (ωB97M-V/def2-TZVPD) results for 12 unconnected molecules or ions with the total composition C12H48O12.

XYZ file:
```
72
Properties=species:S:1:pos:R:3:lowdin_charge:R:1
H -3.5578 0.5519 -1.7397 0.070
H 0.5093 -0.1892 -2.9474 0.051
H -0.6387 -2.2714 4.9156 0.080
O -3.8264 -2.9509 0.9548 -0.119
H 0.8522 1.0796 -5.2764 0.100
O -0.3905 -0.4704 -0.9807 -0.134
H 1.4072 1.9722 -3.9072 0.080
H 4.1117 -2.5446 -0.2646 0.046
H -0.2456 3.8149 -0.0704 0.081
C 0.3094 -2.1569 4.3901 -0.142
H 0.5943 5.3433 -0.3751 0.100
H 0.7790 -2.0726 2.5320 0.017
C -0.3345 0.5050 0.0084 -0.132
H -3.5724 2.1453 4.8799 0.079
H -2.6678 0.7847 -3.2676 0.067
O 1.6561 -2.6721 0.8192 -0.136
C 1.7946 -4.7300 -2.3278 -0.112
C -2.8987 0.5459 3.8726 -0.158
H 0.0594 -1.2784 -0.7233 0.065
O -4.0925 2.1000 -2.8466 -0.118
H 0.0453 -4.3783 -1.6114 0.101
H -3.2012 -1.0108 1.0259 0.066
H 1.4480 -5.7495 -2.1584 0.090
H 1.4920 -4.4096 -3.3247 0.089
H -3.7036 0.3895 3.1545 0.060
O -2.2230 5.2405 1.5812 -0.130
C -3.6511 0.7983 -2.7974 -0.181
H 4.5712 -0.9207 -1.9077 0.074
H 0.7965 -3.1313 4.3540 0.072
H 3.2433 -4.1344 0.7621 0.085
H -2.6270 -1.8857 -0.4206 0.065
H -2.3775 3.1552 1.6702 0.076
H -4.9921 2.1530 -2.5157 0.084
O 0.9247 -4.0173 -1.4781 -0.145
H 2.5301 3.5971 -0.6847 0.039
H -4.3935 -2.5634 1.6255 0.063
H 0.1752 4.9122 1.2936 0.085
H 2.6522 1.4670 -1.4584 0.116
C 3.7815 -1.6705 -1.9552 -0.174
C 0.6875 1.2103 -4.2069 -0.155
O -2.8302 1.8922 4.3261 -0.124
H 2.2566 4.3239 1.2660 0.111
H 3.9172 1.8221 -0.4356 0.134
H 2.8548 -4.6098 -2.1051 0.082
H -3.9191 4.1829 1.4159 0.082
O 1.6557 3.7995 0.7316 -0.127
O 0.9728 -0.0497 -3.7765 -0.039
H 1.4654 -3.1569 0.0128 0.021
H -3.1947 -0.1529 4.6550 0.082
H 1.0440 -1.6079 4.9792 0.075
O 3.0418 3.4229 -1.4781 0.179
C -2.8546 4.0334 1.2351 -0.170
H 0.5909 1.0738 -0.0823 0.060
O 0.1898 -1.5671 3.0966 -0.142
O 4.3507 -2.6684 -1.1860 -0.108
H -1.2575 1.0757 -0.0944 0.087
C 3.5531 2.0799 -1.4301 0.014
H -2.0138 5.1355 2.5122 0.080
H -0.3522 1.5042 -4.0635 0.091
H -1.8567 -2.1638 1.1464 0.063
H 2.8009 -1.2815 -1.6811 0.065
H -2.9169 4.0414 0.1469 0.076
H -1.9975 0.3155 3.3043 0.067
H 2.2027 -4.1449 2.1447 0.089
H 3.7240 -2.0457 -2.9770 0.093
H -0.2220 -0.0010 0.9672 0.077
C 0.4877 4.5165 0.3272 -0.092
H 3.4343 -2.8850 1.8837 0.090
H -4.3422 0.1624 -3.3506 0.088
H 4.3379 1.8320 -2.1447 0.119
C -2.8057 -1.9553 0.6524 -0.135
C 2.6559 -3.4817 1.4080 -0.153
```

## Properties
2S+1: 2
Charge: +1
E_HOMO (alpha / beta): -12.162 / -12.162 eV
Expectation value of S²: 0.76
E: -37776.266 eV
Kohn-Sham gap (alpha / beta): 9.547 / 2.898 eV